P | 14
Properties=species:S:1:pos:R:3 method="wB97M-V/def2-TZVPD" molar_mass_g_mol=117.18 homo_energy_ev=-9.334 lumo_ha=0.0073 gap_ha=0.3503
C 2.77 0.42 0.17
C 0.19 0.18 -0.10
C -2.21 0.30 0.24
H 2.09 1.43 -0.58
H 2.64 0.79 1.31
H 3.90 0.02 -0.67
H 1.10 2.00 -0.01
H -0.90 -1.60 -0.18
H -2.01 1.48 0.98
H -3.41 -1.31 -0.57
N 0.20 1.53 -0.31
N -1.03 -0.53 -0.24
N -3.50 -0.06 0.09
S 1.40 -0.92 0.07

***

Q | 14
Properties=species:S:1:pos:R:3 method="wB97M-V/def2-TZVPD" molar_mass_g_mol=117.18 smiles="C1=NSCCNN1" homo_energy_ev=-7.510 lumo_ha=0.0214 gap_ha=0.2974
C -1.50 -0.79 0.29
N -0.53 -1.59 -0.21
S 1.14 -1.02 -0.16
C 1.29 0.65 0.66
C 0.58 1.70 -0.26
N -0.69 1.04 -0.64
N -1.54 0.50 0.36
H -2.56 -1.34 0.37
H 0.70 0.66 1.70
H 2.30 1.04 1.12
H 1.22 1.54 -1.31
H 0.60 2.54 0.42
H -1.26 1.63 -1.09
H -2.25 1.22 0.72

***

R | 14
Properties=species:S:1:pos:R:3 method="wB97M-V/def2-TZVPD" molar_mass_g_mol=117.18 homo_energy_ev="-7.264 / -7.649" lumo_ha="0.0206 / -0.0059" gap_ha="0.2876 / 0.2752"
C -0.18 -1.51 0.13
C 1.12 -1.27 0.12
C -1.24 -0.41 -0.05
N 3.06 0.34 -0.45
N -0.70 0.85 -0.49
N -1.40 1.83 0.11
S 1.69 0.36 0.36
H -0.75 -2.48 -0.01
H 2.00 -1.96 -0.16
H -1.92 -0.70 -0.85
H -1.91 -0.16 0.95
H 3.79 0.88 -0.04
H -2.18 1.50 0.61
H -1.37 2.73 -0.22

***

Which structure is the least stable? The one labeled P.

***

P | 14
Properties=species:S:1:pos:R:3 method="wB97M-V/def2-TZVPD" molar_mass_g_mol=117.18 homo_energy_ev=-7.590 lumo_ha=0.0152 gap_ha=0.2941
C 0.84 0.91 -0.03
C 0.30 -0.37 -0.54
C 0.51 -1.66 0.17
N -1.50 1.40 0.18
N -0.28 1.89 -0.02
N -1.63 0.18 -0.03
S -2.77 -0.89 0.03
H 1.24 0.80 0.99
H 1.60 1.35 -0.68
H 0.14 -0.41 -1.61
H 0.33 -2.49 -0.50
H -0.18 -1.76 1.02
H 1.53 -1.73 0.56
H -0.12 2.77 0.45

***

Q | 14
Properties=species:S:1:pos:R:3 method="wB97M-V/def2-TZVPD" molar_mass_g_mol=117.18 homo_energy_ev=-8.003 lumo_ha=0.0257 gap_ha=0.3198
C 3.05 0.26 -0.08
N 1.75 0.23 -0.12
N 1.27 -1.05 0.14
C 0.01 -1.22 0.07
N -1.05 -0.34 -0.04
C -2.36 -0.83 -0.10
S -1.06 1.36 0.08
H 3.57 1.27 -0.05
H 3.73 -0.56 0.25
H -0.30 -2.27 0.06
H -2.93 -0.02 -0.78
H -2.45 -1.98 -0.50
H -2.99 -0.78 0.89
H 0.31 1.51 -0.32

***

Which structure is the least stable? The one labeled P.